(1)
Entry from OMol25: a molecular structure, C8H15I2N2 at a distorted geometry (the ωB97M-V functional and the def2-TZVPD basis).

Geometry as ORCA input:
```
! RIJCOSX wB97M-V def2-TZVPD def2/J DEFGRID3
* xyz 1 1
C -1.32960 -0.05329 0.85857
C -0.11948 0.28982 -1.27582
C -2.20129 -0.78650 -0.25633
C -1.36941 0.62267 -1.98848
C 1.28910 0.59994 0.89031
C 0.32672 1.92180 0.71062
C 1.44996 0.07037 2.28855
C 2.50180 0.56943 0.04963
N -0.10531 0.48076 0.21973
N -2.52233 0.26370 -1.24601
I -0.63433 2.68663 2.45983
I 0.96933 3.46855 -0.62523
H -1.94195 0.76280 1.20002
H -1.14510 -0.94264 1.57502
H 0.17336 -0.73633 -1.29154
H 0.75747 0.85959 -1.63657
H -1.61659 -1.72407 -0.61988
H -3.14005 -1.27452 0.05944
H -1.25861 1.73496 -2.04794
H -1.25401 0.19520 -2.99442
H 2.45465 0.21511 2.59259
H 1.21371 -1.01107 2.26871
H 0.78333 0.64513 3.00332
H 3.19459 1.32276 0.30085
H 2.26598 0.52044 -0.98814
H 2.96746 -0.42019 0.30444
H -3.28104 0.19326 -1.90352
*
```

relative energy (zero: lowest compared OMol25 entry of this formula, charge and spin): 0.0 kcal/mol
LUMO level: -3.901 eV

---

(2)
Entry from OMol25: a single C16H21N3O2S molecule at a distorted geometry (the ωB97M-V functional and the def2-TZVPD basis).

Geometry as ORCA input:
```
! RIJCOSX wB97M-V def2-TZVPD def2/J DEFGRID3
* xyz 0 1
C 5.13861 1.37771 0.66933
C 3.64582 1.11398 0.48145
O 3.35351 0.03291 -0.37342
C 3.70606 -1.23412 0.12418
C 3.00679 -2.29247 -0.73394
C 1.53597 -2.21575 -0.58398
N 0.70817 -1.96480 -1.52429
N -0.56467 -1.94733 -1.16248
C -0.75652 -2.18276 0.08828
N -1.95664 -2.21863 0.72998
C -3.12671 -1.52968 0.43208
O -4.11697 -1.77761 1.07224
C -3.00092 -0.50059 -0.66608
C -4.34202 0.20150 -0.94693
C -4.81089 1.11777 0.17590
C -1.90340 0.48350 -0.32947
C -1.67552 0.87777 0.98388
C -0.66941 1.77973 1.28298
C 0.12059 2.29904 0.27265
C -0.09946 1.91142 -1.03807
C -1.10636 1.01164 -1.33693
S 0.74581 -2.47355 0.97407
H 5.62465 1.45778 -0.29982
H 5.61169 0.57846 1.23505
H 5.27546 2.30991 1.21020
H 3.16784 0.95552 1.46131
H 3.17528 1.97231 -0.00282
H 4.79351 -1.39075 0.07272
H 3.39040 -1.33391 1.17565
H 3.36086 -3.28206 -0.43666
H 3.24437 -2.11675 -1.78303
H -2.00964 -2.78905 1.56592
H -2.70334 -1.04280 -1.57037
H -5.09672 -0.56835 -1.11740
H -4.23129 0.78244 -1.86501
H -4.94840 0.55122 1.09226
H -4.09119 1.91359 0.35437
H -5.76301 1.56960 -0.09258
H -2.28770 0.47750 1.78001
H -0.50322 2.07588 2.30881
H 0.90377 3.00452 0.50838
H 0.51997 2.30455 -1.83009
H -1.26514 0.70074 -2.35831
*
```

structure (SMILES): CCOCCc1nnc(NC(=O)[C@@H](CC)c2ccccc2)s1
relative energy (zero: lowest compared OMol25 entry of this formula, charge and spin): 40.1 kcal/mol
LUMO level: 0.403 eV

---

(3)
Entry from OMol25: a single C5H10O molecule at a distorted geometry (the ωB97M-V functional and the def2-TZVPD basis).

Geometry as ORCA input:
```
! RIJCOSX wB97M-V def2-TZVPD def2/J DEFGRID3
* xyz 0 1
C 0.68521 -1.48188 -1.49886
C -0.28667 -0.45363 -0.98636
C 0.27593 0.95739 -0.44996
C -0.70930 0.72683 0.67080
C -0.23623 0.64173 2.08479
O -0.92817 -0.80559 0.21944
H 1.16687 -1.11036 -2.40471
H 1.45422 -1.67960 -0.75195
H 0.17612 -2.42135 -1.73458
H -1.01822 -0.20705 -1.76546
H 0.09396 1.80190 -1.12431
H 1.32805 0.93899 -0.13029
H -1.65223 1.27015 0.55272
H -1.01621 0.18931 2.70469
H 0.65439 0.00679 2.12453
H 0.01229 1.62637 2.48950
*
```

structure (SMILES): C[C@@H]1C[C@H](C)O1
relative energy (zero: lowest compared OMol25 entry of this formula, charge and spin): 30.9 kcal/mol
LUMO level: 1.156 eV

---

Question: Which formula does entry 3 have?
Answer: C5H10O

---

Please write out number 3 again, unchanged.
Entry from OMol25: a single C5H10O molecule at a distorted geometry (the ωB97M-V functional and the def2-TZVPD basis).

Geometry as ORCA input:
```
! RIJCOSX wB97M-V def2-TZVPD def2/J DEFGRID3
* xyz 0 1
C 0.68521 -1.48188 -1.49886
C -0.28667 -0.45363 -0.98636
C 0.27593 0.95739 -0.44996
C -0.70930 0.72683 0.67080
C -0.23623 0.64173 2.08479
O -0.92817 -0.80559 0.21944
H 1.16687 -1.11036 -2.40471
H 1.45422 -1.67960 -0.75195
H 0.17612 -2.42135 -1.73458
H -1.01822 -0.20705 -1.76546
H 0.09396 1.80190 -1.12431
H 1.32805 0.93899 -0.13029
H -1.65223 1.27015 0.55272
H -1.01621 0.18931 2.70469
H 0.65439 0.00679 2.12453
H 0.01229 1.62637 2.48950
*
```

structure (SMILES): C[C@@H]1C[C@H](C)O1
relative energy (zero: lowest compared OMol25 entry of this formula, charge and spin): 30.9 kcal/mol
LUMO level: 1.156 eV

---

Question: Which value of relative energy (zero: lowest compared OMol25 entry of this formula, charge and spin) does entry 3 give?
Answer: 30.9 kcal/mol

---

Please write out number 1 again, unchanged.
Entry from OMol25: a molecular structure, C8H15I2N2 at a distorted geometry (the ωB97M-V functional and the def2-TZVPD basis).

Geometry as ORCA input:
```
! RIJCOSX wB97M-V def2-TZVPD def2/J DEFGRID3
* xyz 1 1
C -1.32960 -0.05329 0.85857
C -0.11948 0.28982 -1.27582
C -2.20129 -0.78650 -0.25633
C -1.36941 0.62267 -1.98848
C 1.28910 0.59994 0.89031
C 0.32672 1.92180 0.71062
C 1.44996 0.07037 2.28855
C 2.50180 0.56943 0.04963
N -0.10531 0.48076 0.21973
N -2.52233 0.26370 -1.24601
I -0.63433 2.68663 2.45983
I 0.96933 3.46855 -0.62523
H -1.94195 0.76280 1.20002
H -1.14510 -0.94264 1.57502
H 0.17336 -0.73633 -1.29154
H 0.75747 0.85959 -1.63657
H -1.61659 -1.72407 -0.61988
H -3.14005 -1.27452 0.05944
H -1.25861 1.73496 -2.04794
H -1.25401 0.19520 -2.99442
H 2.45465 0.21511 2.59259
H 1.21371 -1.01107 2.26871
H 0.78333 0.64513 3.00332
H 3.19459 1.32276 0.30085
H 2.26598 0.52044 -0.98814
H 2.96746 -0.42019 0.30444
H -3.28104 0.19326 -1.90352
*
```

relative energy (zero: lowest compared OMol25 entry of this formula, charge and spin): 0.0 kcal/mol
LUMO level: -3.901 eV